1.
{
  "formula": "C29H51FIN2O17PS",
  "method": "wB97M-V/def2-TZVPD",
  "e_homo_ev": -9.1,
  "e_lumo_ev": -1.12,
  "total_energy_ev": -99628.78519,
  "elements": ["C", "C", "O", "C", "C", "I", "C", "N", "C", "C", "N", "C", "C", "O", "F", "P", "S", "H", "H", "H", "H", "H", "H", "H", "H", "H", "H", "H", "C", "C", "O", "C", "O", "O", "C", "H", "H", "H", "H", "H", "H", "H", "H", "C", "C", "O", "C", "O", "O", "C", "H", "H", "H", "H", "H", "H", "H", "H", "C", "C", "O", "C", "O", "O", "C", "H", "H", "H", "H", "H", "H", "H", "H", "C", "C", "O", "C", "O", "O", "C", "H", "H", "H", "H", "H", "H", "H", "H", "C", "C", "O", "C", "O", "O", "C", "H", "H", "H", "H", "H", "H", "H", "H"],
  "positions_angstrom": [[-2.27400, 2.13024, -0.59226], [-2.22535, 0.59746, -0.21898], [-2.82871, -0.18559, -1.25597], [-0.82093, 0.09543, 0.25241], [0.07051, -0.56760, -0.84086], [0.10935, 0.61464, -2.69897], [1.50398, -0.44892, -0.33088], [2.50127, -0.68261, 0.13396], [-0.32894, -2.06740, -1.20437], [-1.37580, -2.64050, -0.25704], [-2.14646, -2.92850, 0.51851], [0.89225, -3.08699, -1.11020], [1.87259, -2.99788, -2.29305], [2.81313, -2.33451, -2.38487], [1.60112, -3.85273, -3.33555], [-1.05763, -2.34504, -2.94547], [-1.82136, -4.15591, -2.95365], [-3.18531, 2.58894, -0.16248], [-2.31821, 2.19371, -1.69445], [-1.36443, 2.64969, -0.23457], [-2.89517, 0.51345, 0.66943], [-3.42849, -0.80098, -0.80828], [-0.26532, 0.99783, 0.59278], [-0.92098, -0.52373, 1.17050], [1.37817, -3.06902, -0.11917], [0.41140, -4.08998, -1.18460], [-0.08631, -2.22060, -3.96421], [-2.11795, -1.46444, -3.24290], [-3.89987, -2.38178, 3.25171], [-4.11797, -3.78270, 2.71750], [-4.17437, -4.74016, 3.78826], [-5.32219, -4.78195, 4.46201], [-6.30059, -4.10636, 4.24784], [-5.20009, -5.68730, 5.43735], [-6.33380, -5.76800, 6.30204], [-3.01705, -2.35035, 3.89385], [-3.76791, -1.67496, 2.43170], [-4.74658, -2.05272, 3.85606], [-3.27945, -4.06630, 2.09291], [-5.01655, -3.84354, 2.10065], [-7.25232, -5.92198, 5.73676], [-6.40479, -4.86408, 6.90798], [-6.18315, -6.62005, 6.96119], [0.93790, 5.66411, -7.83365], [1.66768, 5.14176, -6.61278], [1.20662, 3.83192, -6.25159], [1.67558, 2.83039, -6.99932], [2.44107, 2.92757, -7.92192], [1.12537, 1.69230, -6.55611], [1.46791, 0.54119, -7.33008], [-0.14220, 5.62585, -7.67910], [1.22981, 6.69359, -8.04437], [1.15743, 5.05845, -8.71345], [1.45991, 5.78668, -5.75919], [2.74852, 5.13897, -6.76086], [2.54738, 0.44155, -7.43405], [0.99265, 0.59672, -8.30955], [1.08630, -0.33246, -6.80517], [6.07633, 2.21057, -1.58671], [4.75807, 2.22683, -0.84058], [4.72724, 3.28750, 0.12550], [4.50334, 4.50705, -0.36561], [4.31680, 4.78694, -1.52246], [4.54108, 5.37617, 0.65170], [4.40775, 6.74072, 0.25543], [6.91270, 2.16971, -0.88608], [6.13118, 1.34947, -2.25432], [6.20370, 3.11476, -2.18320], [4.64299, 1.29507, -0.28706], [3.90959, 2.30253, -1.52329], [3.51839, 6.89012, -0.35569], [5.29976, 7.06047, -0.28382], [4.31325, 7.33696, 1.16052], [-8.37593, -2.28096, 4.48133], [-7.84375, -0.90854, 4.12989], [-8.77941, -0.16953, 3.32776], [-9.80539, 0.36863, 3.98814], [-10.00494, 0.30141, 5.17374], [-10.59310, 0.98524, 3.09743], [-11.78652, 1.53104, 3.65802], [-8.66992, -2.82027, 3.57949], [-7.62820, -2.85611, 5.00646], [-9.26234, -2.20902, 5.11516], [-6.93985, -1.01268, 3.52880], [-7.57569, -0.34047, 5.02277], [-11.56500, 2.18156, 4.50323], [-12.45720, 0.72651, 3.96088], [-12.27321, 2.11954, 2.88305], [11.70606, -1.55285, 1.73525], [10.89650, -0.45025, 2.38724], [9.76435, -0.09165, 1.58447], [8.72739, -0.93156, 1.64446], [8.66171, -1.93433, 2.30780], [7.77909, -0.47668, 0.81900], [6.64255, -1.33525, 0.71153], [11.98367, -1.27247, 0.71735], [12.61259, -1.75397, 2.30757], [11.13098, -2.47681, 1.66774], [11.50755, 0.44806, 2.47530], [10.57920, -0.72626, 3.39412], [6.22927, -1.57197, 1.69098], [6.91706, -2.24744, 0.18102], [5.88265, -0.81258, 0.13426]],
  "lowdin_charge": [-0.07, -0.42, -0.11, -0.17, -0.65, 1.08, -0.30, 0.22, -0.52, -0.25, 0.25, -0.09, -0.49, 0.19, 0.05, 0.36, 0.18, 0.08, 0.04, 0.07, 0.14, 0.10, 0.12, 0.13, 0.14, 0.10, -0.02, -0.03, -0.07, -0.22, 0.05, -0.58, 0.08, 0.01, -0.04, 0.09, 0.05, 0.06, 0.07, 0.13, 0.10, 0.10, 0.09, -0.07, -0.21, 0.03, -0.60, 0.13, -0.02, -0.04, 0.08, 0.08, 0.07, 0.12, 0.13, 0.10, 0.10, 0.09, -0.06, -0.21, 0.04, -0.60, 0.12, 0.00, -0.05, 0.08, 0.08, 0.07, 0.10, 0.12, 0.09, 0.10, 0.09, -0.07, -0.20, 0.04, -0.61, 0.12, 0.00, -0.05, 0.09, 0.04, 0.08, 0.11, 0.13, 0.09, 0.10, 0.09, -0.07, -0.21, 0.03, -0.60, 0.12, 0.00, -0.04, 0.08, 0.08, 0.07, 0.12, 0.12, 0.10, 0.10, 0.07]
}

2.
{
  "formula": "C29H51HfN6O2PS2",
  "method": "wB97M-V/def2-TZVPD",
  "e_homo_ev": -19.2,
  "e_lumo_ev": -12.26,
  "charge": 4,
  "total_energy_ev": -76170.58352,
  "elements": ["Hf", "N", "C", "N", "C", "C", "S", "C", "C", "S", "C", "N", "N", "H", "H", "H", "H", "H", "H", "C", "N", "C", "C", "O", "N", "C", "C", "H", "H", "H", "H", "H", "H", "H", "H", "H", "H", "H", "H", "O", "P", "C", "C", "C", "C", "C", "C", "C", "C", "C", "C", "C", "C", "C", "C", "C", "C", "C", "C", "H", "H", "H", "H", "H", "H", "H", "H", "H", "H", "H", "H", "H", "H", "H", "H", "H", "H", "H", "H", "H", "H", "H", "H", "H", "H", "H", "H", "H", "H", "H", "H", "H"],
  "positions_angstrom": [[0.78143, -0.37103, -0.71900], [-1.86412, -1.42998, -3.27175], [-2.16432, -1.31232, -1.97896], [-1.30801, -0.83770, -1.05528], [-1.93812, -0.77578, 0.22341], [-3.17740, -1.27333, 0.24236], [-3.66811, -1.78922, -1.33213], [-1.22245, -0.10812, 1.32434], [-1.58731, -0.02418, 2.60823], [-0.50629, 0.98362, 3.49785], [0.43987, 1.23222, 2.10240], [-0.03120, 0.60645, 1.01502], [1.56472, 1.95868, 2.10651], [-1.11003, -0.89479, -3.67124], [-2.55659, -1.76738, -3.92684], [-3.86873, -1.32501, 1.07087], [-2.44653, -0.46259, 3.09439], [1.83869, 2.45336, 2.94482], [1.89795, 2.36143, 1.24433], [1.04266, 2.75578, -5.23163], [1.35131, 1.86269, -4.08785], [2.09640, 0.65622, -4.45794], [1.00165, 2.15537, -2.84741], [0.84205, 1.15019, -1.97877], [0.75510, 3.37423, -2.41632], [1.33992, 4.59294, -3.02215], [-0.10777, 3.63833, -1.25452], [0.69798, 2.12554, -6.04739], [1.92218, 3.30605, -5.55870], [0.24299, 3.43959, -4.96890], [1.67003, 0.24655, -5.37117], [2.04800, -0.10426, -3.68278], [3.14194, 0.89789, -4.64964], [2.22365, 4.34624, -3.60232], [1.63555, 5.24405, -2.20224], [0.61228, 5.11522, -3.63887], [-0.64592, 2.74836, -0.94952], [-0.83313, 4.40135, -1.53250], [0.48992, 4.02989, -0.43075], [1.68264, -1.56495, 0.52598], [2.82947, -2.69500, 0.65130], [4.44302, -1.89239, 0.47938], [5.05851, -1.81904, -0.94007], [4.57274, -0.65642, -1.82938], [3.88345, 0.44905, -1.04097], [4.61230, 0.67942, 0.27139], [4.48395, -0.51919, 1.22181], [2.47965, -3.83678, -0.71728], [2.09159, -3.10156, -2.02418], [1.19978, -3.94829, -2.92246], [-0.11571, -4.37567, -2.25513], [0.02187, -4.46408, -0.73121], [1.42935, -4.93052, -0.37571], [2.56842, -3.51959, 2.21081], [3.40426, -4.82304, 2.35651], [4.76468, -4.63630, 3.02829], [4.64141, -3.86251, 4.33455], [4.01875, -2.49259, 4.08681], [2.62676, -2.61479, 3.46664], [5.06342, -2.59816, 1.04198], [4.96281, -2.77133, -1.45990], [6.13118, -1.70816, -0.77893], [3.95406, -1.00098, -2.65605], [5.44191, -0.19248, -2.29980], [2.82948, 0.12809, -0.79320], [3.75852, 1.35411, -1.63465], [4.28915, 1.58752, 0.78022], [5.65996, 0.84693, 0.00878], [3.59589, -0.38278, 1.84208], [5.32438, -0.51664, 1.91204], [3.44246, -4.32660, -0.90314], [2.97121, -2.76180, -2.56199], [1.54214, -2.12568, -1.82737], [1.79823, -4.82658, -3.17836], [1.02539, -3.43470, -3.86885], [-0.39685, -5.35305, -2.64639], [-0.92504, -3.69740, -2.53602], [-0.72560, -5.13896, -0.31687], [-0.17147, -3.48741, -0.26058], [1.67194, -5.81148, -0.97450], [1.50937, -5.25981, 0.65477], [1.51758, -3.80147, 2.06206], [3.51668, -5.33812, 1.39855], [2.80081, -5.49147, 2.97625], [5.47196, -4.12602, 2.36403], [5.19078, -5.62375, 3.20220], [5.62013, -3.75050, 4.79942], [4.02448, -4.42807, 5.04042], [4.68757, -1.92032, 3.43763], [3.93923, -1.92795, 5.01610], [2.17862, -1.63557, 3.26642], [1.97051, -3.09668, 4.19662]],
  "lowdin_charge": [1.77, 0.16, -0.66, -0.08, -0.32, -0.26, 1.23, -0.32, -0.26, 1.22, -0.65, -0.08, 0.16, 0.12, 0.14, 0.12, 0.11, 0.14, 0.11, 0.02, -0.08, 0.01, -0.40, -0.22, -0.09, 0.02, 0.01, 0.11, 0.12, 0.10, 0.11, 0.05, 0.12, 0.10, 0.11, 0.11, 0.08, 0.12, 0.10, -0.48, 0.99, -0.30, -0.13, -0.16, -0.20, -0.15, -0.16, -0.31, -0.18, -0.15, -0.16, -0.17, -0.15, -0.35, -0.16, -0.18, -0.17, -0.18, -0.16, 0.12, 0.11, 0.14, 0.08, 0.14, 0.02, 0.13, 0.11, 0.15, 0.09, 0.13, 0.14, 0.10, 0.04, 0.14, 0.12, 0.13, 0.08, 0.13, 0.09, 0.15, 0.10, 0.12, 0.11, 0.14, 0.11, 0.13, 0.13, 0.13, 0.09, 0.13, 0.09, 0.14]
}

3.
{
  "formula": "C29H52FHgN5O2SSi2",
  "method": "wB97M-V/def2-TZVPD",
  "e_above_lowest_kj_mol": 19.4,
  "multiplicity": 2,
  "e_homo_ev": [-2.6, -3.5],
  "e_lumo_ev": [2.51, 2.51],
  "charge": -1,
  "total_energy_ev": -75947.38754,
  "elements": ["Hg", "C", "O", "C", "O", "N", "N", "H", "H", "H", "H", "H", "H", "C", "Si", "C", "C", "C", "C", "C", "C", "C", "C", "N", "Si", "C", "C", "C", "H", "H", "H", "H", "H", "H", "H", "H", "H", "H", "H", "H", "H", "H", "H", "H", "H", "H", "H", "H", "H", "H", "F", "C", "C", "C", "C", "C", "C", "H", "H", "H", "H", "C", "C", "C", "C", "N", "C", "S", "N", "C", "C", "C", "C", "H", "H", "H", "H", "H", "H", "H", "H", "H", "H", "H", "H", "H", "H", "H", "H", "H", "H", "H", "H"],
  "positions_angstrom": [[0.34909, 0.55554, -0.17314], [2.98552, 1.67642, 5.49173], [3.70731, 1.47522, 4.27985], [2.92470, 1.22575, 3.18990], [1.71961, 1.21942, 3.21830], [3.73561, 1.00028, 2.12658], [3.21323, 0.78289, 0.85864], [3.67845, 2.15729, 6.17723], [2.65747, 0.72061, 5.90240], [2.11328, 2.30424, 5.32435], [4.72099, 1.15822, 2.26352], [3.62877, -0.03271, 0.43503], [3.26357, 1.59855, 0.25731], [2.52658, -1.07412, -2.96834], [2.68713, 0.78580, -3.21985], [3.15013, 0.95477, -5.05182], [4.25046, 1.35126, -2.30457], [1.18263, 1.74208, -2.82813], [1.27482, 3.01820, -2.14649], [0.73455, 4.21839, -2.68727], [0.77929, 5.39921, -1.98806], [1.37028, 5.43207, -0.72388], [1.91772, 4.24907, -0.26803], [1.89108, 3.09729, -0.93651], [-0.37722, 1.35221, -3.70610], [-0.38813, 1.66448, -5.57775], [-0.82288, -0.48934, -3.57097], [-1.83389, 2.32589, -3.00673], [3.47426, -1.57750, -3.19004], [1.76905, -1.49526, -3.63321], [2.23210, -1.32602, -1.94531], [4.12345, 0.49530, -5.25736], [3.19869, 2.00678, -5.34833], [2.41148, 0.46570, -5.69244], [5.03630, 1.61874, -3.01604], [4.64199, 0.55958, -1.65980], [4.04727, 2.22587, -1.68550], [0.31544, 4.19264, -3.68519], [0.37515, 6.30488, -2.42765], [1.40315, 6.33244, -0.12524], [2.40399, 4.21532, 0.70578], [0.26495, 0.95285, -6.08856], [-0.03106, 2.66964, -5.82032], [-1.39521, 1.55058, -5.99458], [-0.35217, -1.07521, -4.36538], [-1.90647, -0.62143, -3.65961], [-0.50199, -0.91235, -2.61526], [-1.85002, 3.36213, -3.34968], [-1.79669, 2.34437, -1.91405], [-2.77986, 1.85888, -3.29680], [-5.86688, 1.77843, 0.24386], [-4.56700, 1.37798, 0.27839], [-3.74295, 1.87879, 1.26282], [-2.41768, 1.44425, 1.29884], [-1.91778, 0.53198, 0.37030], [-2.78726, 0.08294, -0.62319], [-4.12038, 0.48512, -0.67275], [-4.13159, 2.59681, 1.97497], [-1.77166, 1.83128, 2.08160], [-2.42913, -0.59955, -1.38592], [-4.80245, 0.12369, -1.43372], [-5.13466, -2.49149, 2.46287], [-4.86535, -3.79828, 1.71788], [-3.38234, -4.02256, 1.42577], [-2.86396, -3.05224, 0.36791], [-1.47540, -3.26608, 0.00345], [-0.38360, -2.87010, 0.69990], [1.14572, -3.29834, 0.13333], [-0.62774, -2.17945, 1.82795], [0.39082, -1.52337, 2.63967], [0.46055, -2.10891, 4.04559], [0.90441, -3.56968, 4.09486], [2.38115, -3.75233, 3.75703], [-6.19272, -2.38713, 2.70854], [-4.84936, -1.61813, 1.87297], [-4.57254, -2.46258, 3.39993], [-5.42194, -3.80143, 0.77469], [-5.24300, -4.63617, 2.30931], [-3.21381, -5.04446, 1.07586], [-2.80070, -3.90377, 2.34513], [-2.99663, -2.02075, 0.69392], [-3.45597, -3.15454, -0.54338], [-1.25466, -3.74211, -0.85335], [-1.53846, -1.74702, 1.88131], [0.15241, -0.46146, 2.68661], [1.34368, -1.61470, 2.12179], [-0.52162, -2.00156, 4.51836], [1.16310, -1.50045, 4.62626], [0.29604, -4.15247, 3.39700], [0.71290, -3.96269, 5.09787], [2.58693, -3.44478, 2.73133], [2.67984, -4.79834, 3.85023], [3.00773, -3.16128, 4.43158]],
  "lowdin_spin": [0.32, 0.00, 0.00, 0.00, 0.01, 0.00, 0.06, 0.00, 0.00, 0.00, 0.00, 0.00, 0.01, 0.01, 0.02, 0.00, 0.00, 0.09, 0.02, 0.00, 0.01, 0.01, 0.01, 0.03, 0.01, 0.00, 0.00, 0.00, 0.00, 0.00, 0.01, 0.00, 0.00, 0.00, 0.00, 0.00, 0.00, 0.00, 0.00, 0.00, 0.00, 0.00, 0.00, 0.00, 0.00, 0.00, 0.01, 0.00, 0.00, 0.00, 0.00, 0.00, 0.01, 0.02, 0.26, 0.02, 0.01, 0.00, 0.00, 0.00, 0.00, 0.00, 0.00, 0.00, 0.00, 0.00, 0.01, 0.02, 0.00, 0.01, 0.00, 0.00, 0.00, 0.00, 0.00, 0.00, 0.00, 0.00, 0.00, 0.00, 0.00, 0.00, 0.00, 0.00, 0.00, 0.00, 0.00, 0.00, 0.00, 0.00, 0.00, 0.00, 0.00]
}